{"formula": "H8OSi3", "method": "ωB97M-V with the def2-TZVPD basis set", "elements": ["Si", "O", "Si", "Si", "H", "H", "H", "H", "H", "H", "H", "H"], "positions_angstrom": [[-2.403, -0.342, -0.015], [-0.807, -0.072, 0.058], [0.480, 0.921, 0.020], [2.300, -0.484, 0.024], [-2.499, -1.663, -0.627], [-3.028, 0.698, -0.826], [-2.898, -0.309, 1.360], [0.337, 1.832, 1.161], [0.224, 1.868, -1.264], [1.975, -1.915, 0.007], [3.191, -0.253, -1.118], [3.129, -0.281, 1.221]], "homo_ev": -10.3, "e_tot_ev": -25810.4843, "smiles": "[SiH3]O[SiH2][SiH3]", "molar_mass_da": 108.321, "gap_ev": 10.96, "largest_force_ev_per_a": 2.42}



{"formula": "H8OSi4", "method": "ωB97M-V with the def2-TZVPD basis set", "elements": ["O", "Si", "Si", "Si", "Si", "H", "H", "H", "H", "H", "H", "H", "H"], "positions_angstrom": [[1.432, 0.021, -0.442], [0.647, 1.452, -0.207], [1.957, -1.386, 0.017], [-1.581, 0.874, -0.145], [-2.404, -1.228, -0.342], [1.105, 1.755, 1.218], [0.667, 2.222, -1.503], [3.372, -1.502, 0.404], [1.160, -1.883, 0.987], [-1.478, 0.633, 1.424], [-2.502, 2.089, -0.306], [-3.822, -1.057, 0.226], [1.447, -1.988, -1.330]], "homo_ev": -8.2, "e_tot_ev": -33684.8665, "molar_mass_da": 136.407, "gap_ev": 7.12, "largest_force_ev_per_a": 3.93}



{"formula": "H9NO3", "method": "ωB97M-V with the def2-TZVPD basis set", "elements": ["N", "H", "H", "H", "O", "H", "H", "O", "H", "H", "O", "H", "H"], "positions_angstrom": [[-0.514, 0.609, 2.152], [-1.354, 0.970, 2.580], [-0.474, -0.357, 2.579], [-0.876, 0.387, 1.231], [2.253, -0.182, 0.504], [1.415, 0.296, 0.506], [2.140, -1.099, 0.244], [0.531, 0.173, -2.033], [1.273, 0.019, -1.448], [0.779, 0.720, -2.784], [-1.712, -0.832, -0.954], [-0.996, -0.458, -1.511], [-2.467, -0.248, -1.065]], "homo_ev": -10.6, "e_tot_ev": -7778.7318, "smiles": "N.O.O.O", "molar_mass_da": 71.076, "gap_ev": 11.15, "largest_force_ev_per_a": 1.90}



{"formula": "H9NO3", "method": "ωB97M-V with the def2-TZVPD basis set", "elements": ["N", "H", "H", "H", "O", "H", "H", "O", "H", "H", "O", "H", "H"], "positions_angstrom": [[1.454, 0.126, -0.141], [1.778, 0.205, -1.094], [2.210, 0.565, 0.388], [0.673, 0.777, -0.142], [-0.514, -1.172, 2.723], [-0.204, -0.667, 1.957], [0.285, -1.696, 2.871], [-0.817, -1.304, -1.184], [-1.666, -0.868, -1.046], [-0.665, -1.764, -0.335], [-0.813, 1.714, -1.001], [-0.545, 1.481, -1.902], [-1.176, 2.602, -1.091]], "homo_ev": -10.0, "e_tot_ev": -7778.5837, "smiles": "N.O.O.O", "molar_mass_da": 71.076, "gap_ev": 10.48, "largest_force_ev_per_a": 0.87}



Computed relative energy (zero: lowest compared OMol25 entry of this formula, charge and spin) (eV) in order:
0.000; 0.509; 0.433; 0.582